Computed, not measured: a cluster of 11 separate species, C72H173N11O20 in total at a distorted geometry, with ωB97M-V with the def2-TZVPD basis set.

```
276
Properties=species:S:1:pos:R:3:forces:R:3
C 2.453902 2.453080 -5.110062 1.8 1.3 -1.1
C 1.915437 1.173432 -4.568664 -0.2 -0.2 -0.1
C 0.433928 1.384555 -4.587838 -1.4 -1.1 -1.5
C 2.247883 -0.116616 -5.329251 -0.5 -0.5 -0.7
C 3.662401 -0.614319 -5.140278 0.5 0.7 0.0
C 3.943879 -0.684862 -3.654002 0.8 -0.8 0.5
C 3.708946 0.586418 -2.907884 -1.8 2.3 0.4
C 3.646899 0.329740 -1.403211 1.7 -0.3 -0.3
C 4.611786 1.784146 -3.261415 2.4 -0.8 0.8
N 2.305334 0.923482 -3.182697 -1.1 0.1 -0.1
O 1.987516 2.108921 -2.485378 0.2 0.6 0.2
H 2.250674 3.316290 -4.491831 -0.2 -0.1 0.6
H 3.534339 2.467055 -5.246170 -0.1 -0.1 -0.2
H 2.045583 2.774557 -6.057194 -0.4 -0.5 -0.6
H -0.062366 0.572285 -4.051912 -0.2 0.3 -0.1
H 0.099198 2.350072 -4.247503 0.1 0.3 0.5
H 0.106519 1.339694 -5.662719 0.1 -0.1 0.8
H 1.541839 -0.905002 -5.001887 0.3 0.3 0.3
H 2.032924 -0.091310 -6.403883 0.0 0.7 0.0
H 3.765226 -1.596629 -5.577274 0.0 -0.4 -0.2
H 4.392369 0.035469 -5.684686 -0.5 -0.3 0.5
H 4.952116 -1.034982 -3.408472 0.1 0.0 -0.3
H 3.257863 -1.386005 -3.154820 0.1 -0.2 -0.4
H 2.878835 -0.404832 -1.205936 -0.2 -0.1 0.2
H 3.539521 1.220852 -0.806293 -0.4 0.3 -0.1
H 4.624531 -0.047635 -1.124325 0.3 -0.5 0.3
H 5.487706 1.712259 -2.558612 -0.5 0.2 -0.6
H 4.226925 2.797222 -3.128839 -0.4 -0.5 0.0
H 5.050243 1.691168 -4.270256 -0.2 0.1 0.4
H 1.158734 1.941342 -1.994289 0.1 -0.6 0.3
C 6.713884 -0.829078 5.116801 -1.4 1.1 0.4
C 6.492551 0.647050 5.635763 -0.7 -0.5 1.0
C 7.805363 1.406021 5.770327 -0.1 -0.2 -0.2
C 5.554289 1.419363 4.699742 0.3 0.2 -0.1
C 5.115845 2.779594 5.253919 -1.3 -1.2 1.0
C 4.257347 2.414152 6.520339 -0.7 0.4 -1.2
C 5.080171 1.652309 7.559755 1.1 0.4 1.5
C 6.059214 2.604890 8.304240 0.8 -0.4 -0.9
C 4.160400 1.045069 8.610449 -0.4 -0.9 0.9
N 5.798388 0.535040 6.953102 0.6 -1.7 -0.5
O 6.663144 -0.184905 7.908439 -0.7 1.3 -0.7
H 5.696646 -1.186996 4.851803 0.6 0.0 0.1
H 7.331364 -0.860382 4.227812 0.3 0.1 -0.1
H 7.101929 -1.470895 5.907137 0.1 0.2 -0.1
H 8.496205 0.756966 6.337424 0.0 0.7 -0.1
H 8.160804 1.499691 4.745111 0.5 0.2 0.1
H 7.644657 2.414653 6.215240 0.5 -1.0 -0.4
H 6.153227 1.550726 3.793023 -0.4 -0.1 -0.3
H 4.607614 0.873124 4.495878 0.8 0.0 0.0
H 5.890233 3.454093 5.572768 0.6 0.3 -0.2
H 4.518894 3.263254 4.473035 -0.1 0.1 0.4
H 3.372044 1.805991 6.178857 0.9 0.3 0.4
H 3.789637 3.319680 6.975978 0.5 -0.6 -0.1
H 6.673960 2.123613 9.070631 -0.3 -0.4 -0.1
H 5.520800 3.361965 8.810534 -0.6 1.0 0.4
H 6.793642 3.053249 7.623087 -0.5 0.3 0.2
H 4.618074 0.748516 9.583148 0.1 0.5 -0.8
H 3.812409 0.100396 8.212960 -0.3 -0.2 -0.2
H 3.284123 1.645694 8.846138 0.0 0.3 -0.1
H 7.416462 0.408025 8.116843 -0.5 -0.2 -0.2
C -9.815396 -5.578409 -6.649952 1.3 0.7 1.4
O -9.044828 -5.269994 -5.443732 -1.0 0.2 -0.5
C -9.268618 -3.962407 -4.913286 -0.2 0.8 -1.5
C -8.312181 -3.686908 -3.811008 0.1 0.5 0.2
N -6.928224 -3.669927 -4.237576 0.2 -0.7 0.6
C -6.548023 -2.602011 -5.136898 0.5 -0.2 1.1
C -5.068749 -2.261105 -5.043204 -0.3 0.2 0.1
O -4.935565 -1.235030 -6.038186 0.1 -1.0 0.5
C -3.690444 -0.655231 -5.871525 1.3 0.6 0.1
H -9.621750 -4.798695 -7.372921 -0.1 0.2 -0.4
H -10.868412 -5.731163 -6.499981 -0.6 0.4 0.5
H -9.443826 -6.518149 -6.985054 0.5 -0.6 -0.4
H -10.299542 -3.810268 -4.565673 0.0 -0.2 -0.2
H -9.014564 -3.158625 -5.649809 -0.7 -0.7 -0.2
H -8.556868 -4.431319 -3.069649 0.7 -0.3 0.7
H -8.503198 -2.690698 -3.387286 -0.3 -0.3 0.0
H -6.714596 -4.578071 -4.619244 0.3 -0.1 -0.2
H -7.067607 -1.700503 -4.850279 -0.3 0.4 0.3
H -6.787489 -2.744124 -6.162067 -0.3 -0.4 -1.2
H -4.356458 -3.109899 -5.227340 -0.7 0.5 -0.1
H -4.836587 -1.878022 -4.011657 -0.1 -0.1 -0.8
H -3.627715 -0.204772 -4.877503 0.1 0.4 0.1
H -3.507738 0.098263 -6.648980 -0.2 -0.2 0.2
H -2.855728 -1.388376 -5.880614 -0.4 0.2 -0.4
C -6.912563 -7.695361 1.249608 0.4 0.2 -0.4
O -5.833032 -7.467984 2.156895 -1.3 0.6 0.8
C -6.394122 -7.101235 3.460106 0.8 -0.9 -0.7
C -6.761676 -5.646043 3.586971 -0.9 -1.3 -0.1
N -5.683877 -4.772896 3.278928 0.7 -0.4 0.1
C -6.080466 -3.430295 3.495347 1.1 0.2 0.6
C -4.900220 -2.494040 3.289646 -0.7 0.5 -0.6
O -4.461780 -2.535047 1.914732 -0.2 -0.1 1.2
C -3.424810 -1.623602 1.626079 -0.1 -0.1 -0.9
H -6.551116 -7.634503 0.209622 0.1 -0.4 0.5
H -7.706201 -6.946539 1.285891 0.1 0.3 0.4
H -7.370244 -8.653777 1.481724 -0.1 -0.3 -0.3
H -5.626075 -7.300730 4.203281 0.3 -0.1 -0.2
H -7.238866 -7.773252 3.711688 0.2 0.4 -0.3
H -7.038126 -5.580307 4.657433 0.1 0.5 -0.3
H -7.695405 -5.456711 3.016933 0.2 0.2 0.0
H -5.268941 -4.848542 2.362604 -0.2 -0.6 -0.2
H -6.319840 -3.392976 4.544346 -0.3 0.5 0.7
H -7.005540 -3.228748 2.972114 -0.2 0.8 -0.6
H -4.111123 -2.702760 4.026228 0.1 -0.4 -0.5
H -5.239709 -1.503046 3.570975 -0.1 0.6 -0.3
H -3.778719 -0.590889 1.480313 0.0 -0.1 0.5
H -3.002055 -1.917399 0.665302 -0.1 -0.1 -0.1
H -2.608158 -1.696764 2.327176 0.3 0.2 0.6
C -2.642767 -6.368006 -9.647116 0.8 -0.1 0.4
O -3.080578 -6.786116 -8.344484 0.5 0.6 -1.2
C -2.286989 -7.837282 -7.855805 -1.1 -1.0 -0.1
C -2.769843 -8.061254 -6.431526 -0.6 -0.7 -0.5
N -2.638607 -6.923430 -5.578705 -0.5 0.2 0.6
C -1.260982 -6.711630 -5.201555 -0.6 -0.2 0.4
C -1.124045 -5.341639 -4.548282 1.0 -0.3 0.3
O -1.625586 -4.339265 -5.419159 1.0 0.1 -0.9
C -0.873397 -4.306062 -6.662591 -0.6 -1.6 0.4
H -3.498313 -6.342236 -10.282106 -0.6 0.0 -0.6
H -1.865026 -7.036606 -10.096562 -0.7 0.3 0.5
H -2.204942 -5.359378 -9.632366 -0.1 -0.2 0.3
H -1.254138 -7.590908 -7.925137 1.1 0.3 0.0
H -2.450631 -8.737233 -8.494692 0.1 0.3 0.5
H -2.240739 -8.891775 -5.960290 -0.1 -0.2 -0.1
H -3.832080 -8.333118 -6.538494 0.3 0.0 0.3
H -2.998461 -6.097997 -6.043539 0.0 0.0 0.1
H -0.695170 -6.793490 -6.125746 1.0 0.3 0.1
H -0.936802 -7.543170 -4.547280 -0.1 0.5 0.0
H -0.036055 -5.215352 -4.241269 -0.9 0.3 -0.7
H -1.677892 -5.218494 -3.611887 -0.2 -0.4 -0.3
H 0.123699 -4.689522 -6.444366 0.5 0.8 -0.1
H -0.922561 -3.318177 -7.123475 0.1 -0.2 0.3
H -1.237699 -5.107711 -7.359405 -0.3 1.0 0.3
C 3.715088 -0.926623 2.464453 2.2 -1.3 0.7
O 3.026331 -0.836513 3.699851 0.5 0.7 -1.0
C 1.903539 -1.657993 3.688778 -0.3 -0.3 -1.2
C 1.093079 -1.287278 4.873018 -1.5 -0.7 -0.8
N 0.798999 0.142746 4.902560 -1.5 -1.8 1.2
C 0.133093 0.376090 6.214873 1.1 1.9 -1.6
C -0.208491 1.905525 6.191679 0.2 -0.7 0.1
O 0.993543 2.630423 6.132574 1.2 -1.3 0.5
C 0.786968 3.997650 6.114845 0.2 0.1 -1.6
H 4.464369 -0.120057 2.439367 -0.3 -0.2 0.0
H 3.131865 -0.904077 1.541789 -0.5 0.1 0.3
H 4.276863 -1.924321 2.481706 -0.6 1.3 -0.4
H 2.175753 -2.733711 3.645226 -0.1 0.4 0.2
H 1.340550 -1.445745 2.753867 0.0 -0.2 0.3
H 1.591512 -1.676731 5.760352 0.0 0.1 0.4
H 0.099788 -1.811432 4.721509 1.0 0.3 0.5
H 1.628211 0.670100 4.856213 1.3 0.7 0.0
H 0.845290 0.143660 7.056696 -0.8 0.3 -0.4
H -0.722045 -0.301323 6.214957 -0.2 0.4 0.4
H -0.718885 2.161333 7.111381 -0.5 0.3 0.3
H -0.730578 2.285048 5.295331 -0.7 -1.0 0.3
H 0.286386 4.281334 7.028719 -0.2 0.7 0.3
H 0.151604 4.215637 5.200803 0.5 0.4 0.9
H 1.795196 4.449438 5.988778 -0.8 0.0 0.2
C -5.333282 0.153777 -1.730901 -1.7 0.0 -0.9
O -4.446580 1.038074 -2.323952 1.4 -0.6 0.7
C -4.951223 2.151070 -2.953519 0.1 1.0 -1.4
C -3.818100 3.183808 -3.129220 -0.6 0.9 2.7
N -4.276708 4.498421 -3.488680 -1.4 0.8 -0.4
C -5.038723 5.303837 -2.494888 1.1 -1.2 -0.5
C -5.313256 6.647912 -3.069591 0.2 1.3 -0.2
O -4.144049 7.302780 -3.515732 0.9 -0.2 0.1
C -4.279004 8.358976 -4.464052 1.5 -1.1 0.4
H -4.821263 -0.683628 -1.272318 0.3 0.1 0.1
H -6.064114 -0.236908 -2.465004 0.4 -0.3 -0.2
H -6.015766 0.648258 -1.044395 0.2 0.3 0.7
H -5.767142 2.627035 -2.414520 -0.2 0.0 0.4
H -5.340506 1.907316 -3.944658 -0.2 -0.2 -0.2
H -3.036846 2.918336 -3.811172 0.4 -0.6 -0.3
H -3.430847 3.337924 -2.091048 0.5 -0.9 -0.5
H -3.572311 5.046190 -3.947237 0.2 0.2 0.1
H -4.609448 5.316801 -1.476993 0.2 0.1 -0.3
H -6.013706 4.852358 -2.400216 -0.5 -0.3 0.3
H -5.775893 7.310250 -2.335620 -0.5 -0.2 0.1
H -5.958852 6.503379 -3.918491 -0.6 0.0 -0.5
H -4.888270 8.014741 -5.281219 -0.5 0.1 -0.5
H -3.232311 8.485340 -4.840050 -0.9 0.3 0.2
H -4.634055 9.275747 -4.009646 -0.2 0.2 0.0
C -1.285582 -4.470055 3.956444 0.5 -0.6 0.1
O -0.364441 -4.256998 2.912603 1.1 1.2 0.0
C -0.770122 -4.657908 1.627010 -2.6 0.5 0.3
C -0.006099 -4.010461 0.549168 0.7 0.5 -0.4
N 1.391714 -4.382987 0.615022 -1.3 -0.3 3.1
C 2.170013 -3.606105 -0.233436 1.8 1.0 -0.5
C 3.610291 -4.073997 -0.185302 1.1 1.4 -0.4
O 4.041250 -4.021052 1.173313 -0.5 0.1 -0.4
C 5.408236 -4.262613 1.339308 0.5 0.6 -0.8
H -1.598276 -5.497966 3.815951 -0.8 -0.3 0.4
H -2.139679 -3.772567 3.957745 0.2 -0.2 -0.2
H -0.744751 -4.418947 4.927208 -0.3 0.2 -0.7
H -1.810178 -4.305473 1.430278 0.2 -0.3 0.4
H -0.797449 -5.725781 1.553473 0.2 -0.9 -0.1
H -0.214055 -2.908043 0.625635 0.4 -0.4 -0.1
H -0.360337 -4.344436 -0.424577 -0.5 0.0 -0.1
H 1.640632 -4.191132 1.628563 0.2 -0.5 -1.7
H 2.207484 -2.539896 0.069450 -0.2 0.0 -0.1
H 1.769894 -3.628032 -1.249024 0.1 -0.1 -0.1
H 4.216497 -3.363320 -0.818394 -0.3 -0.3 0.6
H 3.833181 -5.046168 -0.602774 -0.4 -0.6 0.0
H 5.644286 -4.182525 2.397026 0.0 -0.5 0.0
H 6.030353 -3.501422 0.829651 -0.3 0.1 0.1
H 5.704685 -5.194147 0.846313 0.0 -0.3 0.5
C 3.574560 4.447842 -0.730940 -0.7 0.3 -0.1
O 2.395972 5.246272 -0.714012 0.3 -0.1 0.9
C 1.621060 5.341117 -1.865280 -1.9 -0.2 -0.5
C 0.156507 5.759321 -1.413884 2.3 -0.4 -0.9
N -0.410929 4.705479 -0.627391 -1.6 0.4 -0.1
C -1.774959 5.060966 -0.139190 0.9 -0.8 -0.7
C -2.341137 3.756787 0.398786 -0.5 0.6 -0.3
O -3.702144 3.911398 0.743090 -0.2 -0.2 -0.1
C -4.078596 3.116900 1.840998 -0.2 0.2 -0.1
H 3.356166 3.372503 -0.810536 0.0 0.3 -0.4
H 4.045978 4.625562 0.219422 0.3 0.1 0.5
H 4.250677 4.810470 -1.498947 0.2 -0.3 -0.4
H 1.618972 4.374663 -2.437858 -0.1 0.8 0.5
H 1.905648 6.168370 -2.520597 0.7 0.0 -0.1
H -0.404301 5.958043 -2.332006 -0.2 -0.3 0.1
H 0.269367 6.737956 -0.918543 -0.1 -0.1 0.3
H 0.151178 4.538754 0.188241 0.5 -0.1 0.2
H -2.384071 5.396948 -0.980581 0.1 -0.1 -0.1
H -1.718088 5.910786 0.538190 -0.3 -0.1 0.6
H -1.795524 3.398648 1.245395 0.6 -0.1 0.8
H -2.197628 2.995383 -0.372997 -0.3 0.0 -0.1
H -4.073526 2.039037 1.682479 0.5 -0.2 -0.4
H -5.105113 3.333238 2.057184 -0.6 0.4 0.2
H -3.466944 3.372685 2.698104 0.2 -0.1 0.4
C 1.538207 3.403021 2.463632 0.1 0.2 0.8
O 0.614348 2.606442 1.759837 0.0 0.6 0.0
C 1.183384 1.378818 1.307184 -0.8 0.6 -0.2
C 0.052350 0.687610 0.527593 -0.5 1.3 1.5
N -0.145345 1.319063 -0.798333 0.0 -0.5 0.4
C -1.240493 0.768521 -1.566360 -1.4 -2.3 1.2
C -0.855605 -0.625571 -2.039062 0.9 0.6 -0.4
O -1.718662 -0.911406 -3.074012 -1.4 -0.8 -0.8
C -1.428830 -2.157993 -3.655268 0.4 0.4 -0.3
H 1.095941 4.415371 2.742021 0.4 -1.4 -0.5
H 2.430864 3.512162 1.856856 0.3 0.5 -0.3
H 1.903135 2.890305 3.387648 -0.5 0.3 -0.3
H 1.520239 0.843915 2.185167 -0.1 -0.6 0.3
H 2.066856 1.563532 0.692436 0.0 0.1 -0.3
H -0.861965 0.889306 1.169894 0.7 -0.4 -0.6
H 0.227507 -0.374281 0.631971 0.0 -0.5 -1.1
H -0.374051 2.273560 -0.598121 0.1 0.8 0.1
H -1.492940 1.251154 -2.498035 0.2 0.9 0.1
H -2.256882 0.608769 -1.008945 1.6 0.7 -0.5
H -0.912857 -1.403045 -1.294690 0.0 -0.3 0.7
H 0.167692 -0.622992 -2.458700 0.1 0.1 0.5
H -1.336758 -2.945926 -2.911407 0.1 -0.2 0.3
H -0.471994 -2.061498 -4.197818 -0.1 -0.3 0.0
H -2.203026 -2.454336 -4.345944 -0.1 0.2 0.0
C 9.509274 3.873742 1.586583 -0.3 0.2 1.5
O 8.198228 3.484527 2.049557 0.5 0.3 -1.2
C 7.664111 4.247675 3.101914 -0.4 -0.1 0.8
C 7.191154 5.686440 2.785053 0.0 -0.1 0.9
N 6.262890 6.204023 3.836162 0.1 -1.4 -0.8
C 4.855594 5.881861 3.462617 1.5 0.9 -0.6
C 3.980229 6.185613 4.609719 -1.0 0.0 0.2
O 4.034067 7.525424 5.032060 0.2 0.0 -1.8
C 3.565496 7.667209 6.342906 0.0 1.5 -1.2
H 9.791362 3.273496 0.722532 -0.2 0.0 0.2
H 10.222849 3.726158 2.423917 -0.1 -0.2 -0.4
H 9.594459 4.940858 1.365763 -0.3 0.0 -0.4
H 8.411091 4.297993 3.923580 -0.4 0.1 -0.2
H 6.803980 3.664374 3.468582 0.3 0.2 -0.1
H 6.644777 5.748359 1.851320 0.4 -0.2 -0.7
H 8.114570 6.261687 2.776572 -0.3 0.6 -0.3
H 6.354108 7.199136 3.916823 0.0 0.4 0.0
H 4.775561 4.826818 3.240752 0.1 -0.4 0.1
H 4.555056 6.386251 2.519659 0.0 0.1 0.4
H 4.257447 5.535737 5.414062 0.6 -0.5 0.9
H 2.958943 5.866539 4.381969 -0.4 0.3 -0.2
H 3.570213 8.786922 6.491595 -0.6 -1.4 0.4
H 4.336203 7.210748 6.893236 0.6 -0.6 1.8
H 2.613149 7.129858 6.412154 -0.2 0.5 0.6
```
Positions in Å, forces in eV/Å.

For the energy above the lowest of the compared OMol25 structures with the same formula, charge and spin, the calculation gives 15.1 kcal/mol. For the highest occupied orbital energy, the calculation gives -8.1 eV. As for the gap between HOMO and LUMO: 8.7 eV. Its SMILES is CC1(C)CCCC(C)(C)N1O.CC1(C)CCCC(C)(C)N1O.COCCNCCOC.COCCNCCOC.COCCNCCOC.COCCNCCOC.COCCNCCOC.COCCNCCOC.COCCNCCOC.COCCNCCOC.COCCNCCOC. Its lowest unoccupied orbital energy is 0.59 eV.

Löwdin atomic charge list, values in e, 5 entries: C -0.045; C -0.529; C -0.031; C -0.124; C -0.171